Computed, not measured: a structure of composition C35H53CdN4OP2S at a distorted geometry, with ωB97M-V/def2-TZVPD.

```
97
Properties=species:S:1:pos:R:3:forces:R:3
C 0.802 2.535 -0.943 -0.419 0.581 -0.126
C -1.244 1.445 -1.343 -1.147 -1.001 1.396
C 0.361 3.679 -1.614 2.675 -0.082 1.037
C -1.664 2.547 -2.123 -0.161 -0.350 -0.885
C -0.865 3.647 -2.216 -1.716 1.213 -1.396
H 1.047 4.545 -1.643 -0.576 -0.501 -0.226
H -2.626 2.461 -2.644 0.382 0.278 0.336
H -1.225 4.533 -2.798 0.378 -0.863 0.610
N -0.016 1.501 -0.724 -0.048 -0.493 -0.165
P 2.834 0.691 -0.230 -0.211 0.290 -0.210
P -2.269 -0.545 0.433 0.186 0.296 -0.148
C 2.243 2.438 -0.431 -0.125 0.148 0.222
H 2.921 2.983 -1.110 -0.359 -0.180 0.240
H 2.318 2.942 0.547 -0.035 -0.212 -0.251
C 1.736 -2.394 1.671 0.696 -2.726 0.231
O 2.099 -3.460 1.833 -0.625 2.038 -0.344
C -2.186 0.394 -1.043 0.329 -0.497 -2.800
H -2.966 0.176 -1.836 0.633 0.805 1.193
C -3.071 -2.284 0.138 0.176 0.775 -0.096
C -3.534 0.607 1.242 0.112 -0.473 0.753
C 3.442 0.257 -1.987 0.186 -0.080 0.603
C 4.190 0.802 1.079 0.152 -0.123 -0.648
C -1.960 -3.345 0.215 -0.093 -0.054 -0.103
H -1.397 -3.266 1.154 -0.119 -0.037 -0.066
H -2.428 -4.339 0.172 0.132 0.148 0.052
H -1.251 -3.274 -0.612 -0.158 -0.048 0.173
C -4.080 -2.609 1.246 -0.104 -0.130 -0.057
H -3.623 -2.534 2.240 -0.115 -0.042 -0.184
H -4.976 -1.979 1.206 0.314 -0.180 0.052
H -4.405 -3.651 1.108 0.044 0.205 0.064
C -3.746 -2.364 -1.234 -0.148 -0.410 -0.010
H -4.174 -3.376 -1.331 0.090 0.233 -0.122
H -4.575 -1.654 -1.353 0.280 -0.188 0.015
H -3.029 -2.217 -2.052 -0.286 -0.039 0.229
C -3.551 0.258 2.743 -0.358 0.249 0.333
H -2.530 0.075 3.111 -0.313 0.046 -0.095
H -3.959 1.108 3.312 -0.017 -0.257 -0.019
H -4.166 -0.623 2.958 0.160 0.250 0.008
C -3.067 2.071 1.111 0.047 0.043 -0.007
H -2.083 2.221 1.584 -0.377 0.058 -0.228
H -3.019 2.399 0.065 -0.048 -0.111 0.447
H -3.808 2.713 1.624 0.296 -0.271 -0.053
C -4.922 0.473 0.579 -0.288 0.357 0.141
H -4.904 -0.018 -0.399 0.047 0.176 0.273
H -5.626 -0.060 1.229 0.122 0.088 -0.188
H -5.338 1.477 0.413 0.023 -0.258 0.040
C 4.767 -0.612 1.288 0.234 0.136 0.114
H 5.460 -0.577 2.143 -0.181 -0.096 -0.199
H 3.981 -1.351 1.515 0.300 0.263 -0.081
H 5.339 -0.962 0.417 -0.208 0.122 0.347
C 3.578 1.287 2.403 -0.038 -0.091 -0.038
H 3.173 2.300 2.329 0.052 -0.153 0.054
H 2.778 0.633 2.764 0.110 0.068 -0.114
H 4.371 1.295 3.163 -0.108 0.023 -0.157
C 5.304 1.775 0.674 0.398 0.057 0.304
H 5.930 1.961 1.560 -0.093 0.032 -0.221
H 5.966 1.367 -0.100 -0.270 0.162 0.281
H 4.912 2.745 0.339 0.103 -0.253 0.064
C 2.299 0.430 -3.001 -0.150 0.038 0.123
H 2.713 0.253 -4.006 -0.091 0.050 0.265
H 1.506 -0.303 -2.830 0.170 0.254 -0.024
H 1.866 1.437 -2.984 0.069 -0.174 -0.060
C 3.859 -1.222 -1.996 0.103 -0.027 -0.140
H 3.024 -1.877 -1.709 0.146 0.163 -0.055
H 4.157 -1.482 -3.021 -0.048 -0.044 0.207
H 4.711 -1.432 -1.339 -0.209 0.054 -0.247
C 4.604 1.152 -2.422 0.242 -0.142 -0.275
H 4.366 2.219 -2.347 0.095 -0.208 -0.006
H 5.529 0.947 -1.876 -0.260 0.050 -0.167
H 4.803 0.938 -3.481 0.012 0.101 0.168
Cd 0.638 -0.428 0.639 -0.861 0.837 -0.802
N 0.088 -1.539 -1.313 1.839 -0.941 1.661
C -0.602 -1.332 -2.194 -1.492 1.958 -0.427
C -1.118 -1.361 -3.508 0.352 -0.656 -1.080
C -0.489 -2.466 -4.084 0.292 -0.683 -0.067
C -1.974 -0.555 -4.269 0.360 -0.080 0.861
C -0.773 -2.843 -5.369 -0.425 -0.413 -1.695
H 0.228 -3.031 -3.467 -0.470 0.197 -0.508
C -2.253 -0.934 -5.566 -0.318 -0.212 -1.167
H -2.386 0.351 -3.847 -0.058 -0.086 -0.004
C -1.683 -2.084 -6.141 0.403 -0.111 0.794
H -0.298 -3.745 -5.803 -0.351 0.723 0.312
H -2.942 -0.329 -6.184 0.480 -0.329 0.511
H -1.930 -2.388 -7.165 0.115 0.208 0.520
C -0.740 2.013 5.453 -0.157 0.100 0.473
N -0.121 0.700 5.295 -0.173 0.451 -1.369
C 0.218 -0.177 6.285 -0.276 0.287 1.626
C 0.774 -1.252 5.727 0.430 -0.733 -0.963
N 0.788 -1.043 4.336 -1.190 2.149 1.482
C 0.221 0.197 4.085 0.646 -0.709 -0.019
S 0.029 1.033 2.617 0.244 0.107 0.880
H -0.088 2.806 5.079 -0.004 -0.230 0.007
H -1.697 2.066 4.923 0.217 -0.152 0.027
H -0.916 2.162 6.523 0.031 0.013 -0.278
H 0.014 0.079 7.334 0.213 -0.368 -0.734
H 1.171 -2.155 6.149 -0.017 -0.032 0.143
H 1.133 -1.653 3.638 0.179 -0.353 -0.349
```
Positions in Å, forces in eV/Å.

Charge: +1
Orbital gap (Eh): 0.196

***

Computed, not measured: a cluster of 10 separate species, C35H53ClNO19 in total at a distorted geometry, with ωB97M-V/def2-TZVPD.

```
109
Properties=species:S:1:pos:R:3:forces:R:3
Cl 0.005 -0.141 -0.646 2.477 -0.226 -0.218
O -0.286 1.253 -0.885 -1.430 0.062 0.237
O 0.280 -0.373 0.753 -0.384 0.322 0.424
O -0.957 -1.089 -1.101 -1.468 0.282 -0.136
O 1.209 -0.387 -1.397 1.059 -0.384 -0.279
O -1.347 -5.033 -4.000 0.051 -0.130 -0.369
C -1.293 -4.823 -2.827 -0.145 0.392 -0.023
O -2.416 -4.616 -2.091 -0.251 -0.322 -0.007
C -2.077 -4.390 -0.722 0.796 0.185 0.825
C -0.684 -4.995 -0.583 0.703 0.948 0.042
C -0.078 -4.659 -1.938 -0.556 -0.866 -0.389
H -2.730 -4.891 -0.009 -0.549 0.027 -0.530
H -2.076 -3.316 -0.521 -0.053 -0.027 -0.100
H -0.793 -6.069 -0.433 0.301 -0.051 -0.063
H -0.044 -4.555 0.182 -0.450 -0.196 0.386
H 0.726 -5.324 -2.243 0.023 0.102 -0.135
H 0.219 -3.617 -2.066 0.087 0.058 0.479
O -2.913 5.469 3.473 0.164 -0.406 0.064
C -1.918 4.828 3.253 -0.511 0.968 -0.147
O -1.912 3.767 2.434 0.466 -0.614 -0.038
C -0.578 3.193 2.354 0.352 0.402 0.131
C 0.372 4.258 2.918 0.322 -0.209 0.360
C -0.522 5.152 3.741 -0.658 -0.051 0.047
H -0.334 2.973 1.319 -0.322 -0.160 -0.058
H -0.506 2.286 2.951 -0.376 -0.066 -0.019
H 0.883 4.776 2.109 0.043 0.062 0.099
H 1.092 3.801 3.593 0.298 -0.108 -0.448
H -0.384 6.225 3.628 0.134 -0.023 0.074
H -0.490 4.892 4.801 0.058 0.127 0.005
O -6.400 -1.890 1.229 -0.260 -0.070 -0.114
C -5.353 -1.514 1.666 -0.006 0.263 -0.264
O -4.519 -0.727 0.954 0.206 -0.018 -0.021
C -3.295 -0.424 1.664 -0.538 0.231 0.116
C -3.449 -1.080 3.027 0.421 -1.114 1.249
C -4.774 -1.838 3.023 -0.054 0.493 -0.871
H -3.225 0.659 1.767 0.003 -0.003 -0.216
H -2.445 -0.786 1.092 -0.087 -0.068 -0.083
H -3.420 -0.392 3.871 0.084 0.238 -0.234
H -2.682 -1.834 3.225 0.301 0.340 -0.165
H -5.483 -1.495 3.771 -0.006 -0.260 0.121
H -4.673 -2.922 3.014 -0.006 0.001 0.438
O 0.320 1.546 5.777 -0.235 -0.208 0.393
C 0.634 0.414 5.549 0.430 0.440 -1.011
O 1.230 -0.389 6.455 0.015 -0.191 0.696
C 1.703 -1.620 5.867 0.208 0.127 0.489
C 1.657 -1.344 4.391 0.099 -0.961 -1.352
C 0.560 -0.317 4.218 0.220 0.533 0.347
H 1.127 -2.470 6.239 -0.351 0.173 -0.166
H 2.726 -1.771 6.212 -0.026 0.081 0.088
H 1.505 -2.200 3.726 -0.166 -0.237 0.434
H 2.641 -0.976 4.088 -0.223 0.544 -0.035
H -0.462 -0.698 4.145 0.156 -0.374 -0.174
H 0.753 0.337 3.372 -0.153 0.169 0.118
O 3.116 -1.706 -7.277 0.163 0.011 -0.271
C 2.296 -1.707 -6.406 0.446 0.095 0.123
O 2.521 -2.309 -5.227 0.631 -0.673 0.452
C 1.440 -2.140 -4.275 0.008 1.399 -1.268
C 0.284 -1.781 -5.200 -0.845 -0.584 -0.465
C 0.944 -1.093 -6.394 -1.184 0.368 0.201
H 1.697 -1.262 -3.680 -0.019 -0.418 0.505
H 1.314 -3.055 -3.713 0.111 0.035 0.050
H -0.530 -1.207 -4.763 0.200 -0.003 0.274
H -0.153 -2.703 -5.596 -0.101 -0.049 0.279
H 0.950 -0.004 -6.298 0.473 -0.025 0.163
H 0.402 -1.272 -7.321 0.188 -0.172 -0.069
O 2.733 1.931 2.725 -0.228 -0.096 0.035
C 2.994 2.067 1.563 0.946 -0.216 0.441
O 2.461 3.038 0.813 0.124 0.688 -0.170
C 2.911 2.950 -0.544 -0.097 -1.078 -0.789
C 4.112 2.005 -0.549 0.477 -0.083 -0.547
C 3.988 1.239 0.751 -0.694 0.019 -0.258
H 3.227 3.879 -1.014 -0.518 0.473 0.610
H 2.077 2.506 -1.092 0.047 0.163 -0.169
H 5.044 2.570 -0.636 -0.020 0.071 0.408
H 4.118 1.373 -1.438 -0.270 -0.112 0.109
H 4.929 1.076 1.266 -0.116 0.016 0.241
H 3.478 0.285 0.592 0.138 -0.079 -0.007
O 2.971 -5.845 2.704 -0.036 -0.216 0.294
C 3.095 -4.746 2.255 0.336 0.105 -0.113
O 2.284 -4.280 1.294 -0.712 -0.071 -0.338
C 2.683 -3.008 0.768 0.238 0.419 0.091
C 4.041 -2.731 1.414 0.627 0.916 -0.027
C 4.118 -3.683 2.610 -0.346 0.073 -0.719
H 1.976 -2.210 1.007 -0.297 -0.358 0.237
H 2.685 -3.076 -0.319 0.219 -0.123 0.021
H 4.128 -1.689 1.730 -0.257 -0.043 0.088
H 4.873 -2.825 0.714 -0.072 -0.537 0.005
H 3.744 -3.196 3.511 0.268 -0.052 0.165
H 5.100 -4.120 2.754 -0.043 -0.032 0.270
N -2.548 1.420 -3.293 0.156 -0.045 0.058
C -2.993 0.645 -4.327 -0.525 0.583 -0.132
C -4.257 1.115 -4.672 0.753 -0.795 0.052
C -4.561 2.158 -3.784 -0.369 0.768 0.198
C -3.494 2.341 -2.944 0.305 -0.290 -0.062
H -1.659 1.324 -2.829 -0.079 -0.140 0.132
H -2.367 -0.132 -4.724 -0.141 -0.093 -0.086
H -4.914 0.717 -5.427 0.100 -0.051 -0.076
H -5.462 2.751 -3.782 -0.012 -0.056 0.064
H -3.306 3.012 -2.124 -0.183 0.092 -0.026
C -0.287 4.915 -1.127 -0.141 -0.441 -0.530
C -1.412 5.185 -2.134 0.727 0.406 0.166
O -2.534 5.483 -1.825 -0.256 -0.079 0.244
C -0.945 5.160 -3.566 -0.283 -0.745 -0.710
H -0.267 3.857 -0.848 -0.279 -0.010 0.009
H -0.370 5.510 -0.221 -0.088 0.099 -0.058
H 0.655 5.071 -1.653 0.129 0.247 0.300
H -0.619 4.150 -3.845 0.337 0.026 0.339
H -0.104 5.840 -3.701 -0.005 0.018 -0.052
H -1.733 5.344 -4.295 -0.150 0.448 0.320
```
Positions in Å, forces in eV/Å.

Charge: -1
Orbital gap (Eh): 0.290